(1)
Entry from OMol25: a molecular structure, C27H38Br18F3NO4PS2 at a distorted geometry (the ωB97M-V functional and the def2-TZVPD basis).

- net charge = +1
- Kohn-Sham gap (eV) = 7.22
- total energy (hartree) = -49176.4732

Geometry as XYZ:
```
94
Properties=species:S:1:pos:R:3:forces:R:3
C -5.3537 -3.1039 -2.2389 0.989 -0.331 0.222
C -4.6952 -2.5752 -0.9774 -0.298 0.042 0.137
C -4.6470 -3.3111 0.2063 0.136 0.636 0.055
C -4.0042 -2.7441 1.3104 -0.208 0.077 -0.198
C -3.4010 -1.4786 1.2980 -0.057 -0.067 0.232
C -2.7301 -1.0185 2.5891 0.026 -0.001 0.461
C -2.9315 0.4620 2.9649 1.047 0.000 -0.556
C -1.2249 -1.4452 2.6154 -1.146 -0.130 -0.306
C -3.4368 -0.7443 0.0944 -0.273 -1.032 0.668
O -2.8351 0.5100 0.1021 0.481 -0.525 -0.695
C -2.5458 1.0921 -1.1504 -0.701 0.802 -0.216
C -1.4062 0.4215 -1.9559 -0.350 -1.395 0.867
C -0.3542 -0.3326 -1.1174 -0.336 -0.500 -0.086
O 0.7735 -0.5995 -1.9461 -0.633 1.254 -0.433
C 1.5863 0.6156 -2.2076 -0.194 -1.973 0.960
C 2.4827 0.1548 -3.3979 -0.061 -0.530 0.656
C 1.7733 -0.5562 -4.5522 0.869 -0.398 -0.993
O 1.7411 0.2459 -5.7696 -0.937 -0.663 0.586
C 0.6995 -0.1520 -6.5500 -0.216 0.637 -0.943
O 0.1072 0.6159 -7.2460 0.160 0.114 0.106
P 2.8526 0.7165 -0.7890 0.911 1.518 -0.157
C 3.4215 -0.9863 -0.3384 -1.301 -0.570 -0.331
C 2.2037 1.4190 0.8230 -1.789 -0.368 0.365
C 0.6640 1.8472 -2.5118 0.588 1.256 -1.338
S 1.3042 2.7223 -4.0224 0.866 -0.473 -0.232
C 0.5825 2.9616 -1.4466 -0.865 1.357 0.040
F -0.1019 4.0543 -1.9033 -0.268 -0.551 -0.181
F 1.7774 3.4557 -1.1655 0.024 -0.771 0.303
F -0.0914 2.6090 -0.3439 0.439 -0.264 -0.003
N -0.6878 1.2999 -2.9539 -0.835 0.571 1.339
S -1.8291 2.4205 -3.7489 -0.714 0.307 -1.301
C -4.0957 -1.3143 -0.9968 0.301 0.518 -0.589
H -4.6978 -3.8967 -2.6338 -0.228 0.106 -0.010
H -5.3798 -2.3234 -3.0034 -0.388 -0.144 0.112
H -6.3227 -3.5714 -2.0532 0.009 0.333 -0.067
H -5.0824 -4.3062 0.2694 -0.005 0.198 0.006
H -3.9608 -3.3227 2.2322 0.008 0.171 -0.106
H -3.2000 -1.6028 3.3942 -0.067 0.130 -0.243
H -3.9514 0.8254 2.8183 0.078 -0.158 0.242
H -2.5596 0.6196 3.9845 -0.442 -0.039 -0.057
H -2.2689 1.0665 2.3293 -0.273 0.023 0.140
H -0.8318 -1.3690 1.5962 0.337 0.160 0.265
H -0.6638 -0.8592 3.3470 0.078 -0.113 -0.221
H -1.2162 -2.5079 2.8892 0.372 0.210 -0.062
H -3.4522 1.1015 -1.7720 0.235 -0.045 0.070
H -2.3440 2.1509 -0.9513 0.214 -0.326 0.218
H -1.8898 -0.3556 -2.5637 0.217 0.282 -0.146
H -0.1112 0.1376 -0.1588 0.150 0.179 -0.333
H -0.8072 -1.3048 -0.8788 0.219 0.163 0.018
H 3.2083 0.9178 -3.6914 -0.401 0.008 -0.226
H 3.1184 -0.6236 -2.9481 -0.193 0.173 -0.010
H 2.3560 -1.4504 -4.8190 -0.147 0.131 0.279
H 0.7634 -0.9255 -4.3329 0.195 0.222 0.345
H 0.4070 -1.2201 -6.5787 0.491 0.033 0.576
H 3.5158 -1.0782 0.7481 0.153 0.250 -0.210
H 2.6709 -1.7287 -0.6254 0.075 -0.076 -0.056
H 4.3640 -1.2359 -0.8311 -0.087 0.252 0.149
H 2.3600 2.4957 0.9257 0.013 -0.198 -0.401
H 2.7563 0.9865 1.6524 -0.127 -0.367 -0.163
H 1.1468 1.2411 1.0731 0.279 -0.108 -0.208
H 0.5777 3.8535 -4.1065 -0.137 -0.310 0.555
H -0.4615 0.6770 -3.7368 0.181 0.186 0.020
H -2.2249 3.2813 -2.7826 0.493 -0.545 0.283
H -4.1446 -0.7735 -1.9439 -0.048 -0.057 0.219
C -0.2026 -5.0410 -0.6753 -0.002 -0.194 -0.042
Br -2.0529 -4.6440 -0.3590 0.277 0.090 -0.142
Br 0.3517 -4.5206 -2.4519 -0.020 0.052 0.090
Br 0.8995 -4.2504 0.6851 0.087 0.052 0.003
H -0.0778 -6.1134 -0.6080 0.060 0.029 -0.033
C 1.1109 0.5004 6.4776 0.005 0.017 0.098
Br 1.7856 0.9810 4.7351 -0.018 -0.059 0.060
Br -0.3544 -0.7480 6.3567 0.054 0.089 0.018
Br 2.5128 -0.1453 7.6347 -0.069 0.367 -0.077
H 0.7191 1.4032 6.9271 0.042 -0.002 -0.030
C -4.4846 3.9478 -6.5629 0.072 -0.026 -0.100
Br -2.8775 4.5993 -7.3966 -0.073 -0.074 0.106
Br -4.5658 2.0217 -6.5754 0.022 0.113 0.034
Br -4.6982 4.6589 -4.7786 0.098 -0.100 -0.007
H -5.3202 4.3064 -7.1486 0.000 0.001 0.053
C 3.5693 -3.7134 5.4672 0.045 -0.002 0.119
Br 5.1970 -2.8420 6.0157 -0.093 -0.012 -0.044
Br 2.1749 -3.5134 6.7752 0.057 -0.323 -0.143
Br 2.9958 -3.1010 3.7288 -0.021 0.045 -0.015
H 3.7856 -4.7691 5.3817 -0.015 0.032 -0.045
C 6.7428 1.8614 1.3385 0.045 -0.035 0.167
Br 7.0233 3.6137 2.0873 -0.059 -0.123 -0.027
Br 7.3381 0.4632 2.5264 -0.073 0.094 -0.071
Br 4.8872 1.6005 0.8131 2.743 0.812 0.660
H 7.3467 1.7974 0.4435 -0.055 -0.003 0.010
C 3.8013 3.7762 7.9471 0.062 -0.036 0.029
Br 1.9482 4.1759 8.3133 0.084 -0.058 -0.064
Br 4.2571 4.1208 6.1067 -0.037 -0.012 0.079
Br 4.9789 4.6975 9.1587 -0.094 -0.026 -0.083
H 3.9357 2.7159 8.1150 -0.037 0.020 -0.020
```
Forces are in eV/Å.

(2)
Entry from OMol25: 10 unconnected molecules or ions with the total composition C27H38BrCl27FNO11S at a distorted geometry (the ωB97M-V functional and the def2-TZVPD basis).

- SMILES string = CCC(=O)OCC[C@@H](CCCCS(=O)(=O)O)O[C@@H](CC(=O)F)[C@@](Br)(CCO)O[C@H](O)N=C=O.ClC(Cl)Cl.ClC(Cl)Cl.ClC(Cl)Cl.ClC(Cl)Cl.ClC(Cl)Cl.ClC(Cl)Cl.ClC(Cl)Cl.ClC(Cl)Cl.ClC(Cl)Cl
- Kohn-Sham gap (eV) = 9.66
- total energy (hartree) = -17431.0695

Geometry as XYZ:
```
107
Properties=species:S:1:pos:R:3:forces:R:3
C 1.7404 4.3103 1.4320 0.105 0.588 0.732
C 3.0286 4.0563 2.3498 -1.339 0.073 -1.653
C 3.9455 2.8704 1.8676 2.446 -0.107 1.328
O 5.0106 2.7037 2.4688 -2.227 0.309 -1.252
O 3.6602 2.0176 0.7840 -0.478 0.515 1.261
C 3.1660 0.7160 1.2676 -0.698 0.539 1.588
C 1.6285 0.6259 0.9304 -0.251 -0.295 0.458
C 1.1527 -0.4578 -0.1059 -0.270 0.875 -1.187
C 2.2596 -1.1692 -0.9743 -0.384 -0.679 0.057
C 3.1416 -0.2003 -1.8782 0.094 -0.682 0.508
C 2.7398 -0.2675 -3.4141 -0.039 1.119 0.654
C 1.2975 0.3305 -3.7225 -0.232 -1.352 -0.514
S 1.1179 2.1011 -3.2738 1.421 3.429 2.314
O 1.0725 2.3119 -1.8039 -0.785 -1.425 -2.483
O 2.1587 2.9604 -3.8669 -2.104 -2.360 -0.248
O -0.3481 2.6348 -3.8840 1.209 -1.397 0.992
O 0.3645 -1.4519 0.5985 -0.712 0.120 -0.594
C -0.7384 -1.9210 -0.1720 0.840 -1.208 -0.097
C -1.0837 -3.3868 0.3802 0.627 -0.354 0.820
C 0.2780 -4.1674 0.6296 1.354 0.174 -1.484
O 1.1631 -4.2550 -0.1896 -2.026 0.008 1.945
F 0.4703 -4.7904 1.8850 -0.895 1.160 -1.776
C -2.0092 -0.9224 -0.1806 -0.803 -0.919 -0.014
Br -2.1967 -0.3570 -2.1157 0.116 0.583 0.637
C -3.3954 -1.6660 0.1487 -0.174 0.431 -1.233
C -4.6756 -0.7244 -0.1288 -0.080 -0.363 0.378
O -5.5361 -0.6742 1.0580 0.913 0.963 -0.520
O -1.7995 0.2944 0.5429 -0.434 -1.687 0.591
C -2.2236 0.2374 1.8979 -0.322 1.930 1.287
O -1.7258 1.4564 2.5143 -1.158 -0.405 -1.016
N -1.6565 -0.8892 2.6765 0.806 1.676 1.960
C -0.9659 -0.4676 3.6562 1.522 0.221 -2.024
O -0.1128 -0.0674 4.3659 -2.412 -1.348 -0.741
H 1.2215 5.2356 1.8573 0.625 -1.150 -0.598
H 2.0037 4.5337 0.3542 -0.348 -0.541 1.228
H 1.0032 3.4623 1.5381 0.859 0.883 -0.379
H 2.6186 3.8913 3.4019 1.246 -0.187 -1.784
H 3.6474 5.0126 2.3050 -0.538 -1.427 0.345
H 3.2568 0.7803 2.4047 -0.046 -0.438 -1.445
H 3.8141 -0.1472 0.9553 -0.629 1.097 -0.139
H 1.0781 0.4221 1.9098 0.647 0.116 -1.330
H 1.2696 1.6426 0.5918 0.619 -1.230 0.238
H 0.4409 0.0617 -0.8350 0.991 -0.467 0.980
H 1.7193 -1.8999 -1.6700 0.642 0.800 0.937
H 2.8683 -1.8391 -0.2795 -0.583 0.971 -0.949
H 3.0716 0.8361 -1.4354 0.252 -0.945 -0.812
H 4.2202 -0.5626 -1.7972 -1.325 0.654 -0.161
H 2.7218 -1.3575 -3.7234 0.076 1.355 0.104
H 3.4929 0.3438 -3.9917 -0.723 -0.933 0.407
H 1.0444 0.2479 -4.8258 0.406 0.321 1.242
H 0.5452 -0.3364 -3.1855 0.602 1.413 -0.417
H -1.0314 2.3681 -3.2202 0.599 0.205 -0.462
H -0.3855 -2.0891 -1.2432 -0.583 0.345 1.254
H -1.6670 -3.9712 -0.4009 0.707 0.639 1.077
H -1.6284 -3.3723 1.3629 0.491 0.078 -1.222
H -3.4212 -2.1389 1.1879 0.013 1.319 -2.184
H -3.4911 -2.5123 -0.6079 0.359 0.945 1.063
H -4.3828 0.3303 -0.4112 -0.164 -1.242 0.162
H -5.3203 -1.1617 -0.9543 0.968 0.541 0.924
H -5.4273 0.2306 1.4154 -0.361 -0.886 -0.177
H -3.3554 0.2945 2.0328 1.382 -0.738 -0.581
H -2.3943 2.1610 2.3617 0.755 -0.594 0.086
Cl -3.4594 -3.0361 2.9400 -0.222 -0.855 1.508
C -4.3427 -4.5571 3.1366 -0.277 0.064 0.049
Cl -5.7609 -4.3194 4.1604 0.082 -0.072 -0.151
Cl -4.8112 -5.2112 1.5607 0.095 0.020 0.046
H -3.6857 -5.2731 3.6217 -0.084 0.121 -0.134
Cl -4.9536 -3.4433 -4.8089 0.142 -0.023 -0.002
C -3.1861 -3.4300 -4.7874 -0.101 -0.045 -0.073
Cl -2.5630 -2.0245 -5.6610 -0.090 -0.309 0.151
Cl -2.5838 -3.4399 -3.1244 -0.019 -0.494 -0.210
H -2.8312 -4.3279 -5.2858 -0.055 0.152 0.075
Cl -1.5804 0.7965 -6.2972 0.101 0.259 -0.243
C -0.7878 0.9683 -7.8687 0.064 -0.026 0.047
Cl 0.9369 0.6023 -7.7381 -0.120 0.052 -0.013
Cl -1.5566 -0.0776 -9.0711 0.015 0.078 0.025
H -0.8948 1.9996 -8.1946 0.011 -0.167 0.046
Cl -4.9445 -1.3492 6.1692 0.129 0.007 0.048
C -3.7094 -1.9995 7.2548 0.008 0.008 0.022
Cl -4.2169 -1.8395 8.9408 0.072 0.005 -0.108
Cl -3.3651 -3.6913 6.8666 -0.013 0.359 0.109
H -2.7972 -1.4248 7.1168 -0.145 -0.083 0.033
Cl -3.2063 -8.8383 7.6352 -0.075 0.143 -0.016
C -4.3161 -7.5747 7.0926 -0.087 -0.173 0.040
Cl -3.5651 -6.5872 5.8307 0.089 -0.352 0.077
Cl -5.8272 -8.2818 6.5099 0.104 0.112 0.057
H -4.5429 -6.9314 7.9390 0.051 -0.056 -0.157
Cl -1.5421 -5.0763 -7.6236 0.032 0.009 -0.040
C -1.7441 -4.0812 -9.0727 -0.020 0.055 -0.119
Cl -0.3224 -4.2053 -10.1147 -0.104 0.050 0.119
Cl -3.2036 -4.5521 -9.9517 0.086 0.073 0.095
H -1.8513 -3.0447 -8.7620 0.025 -0.162 0.001
Cl 5.4981 5.9547 -0.8291 -0.024 -0.029 0.053
C 6.5545 4.5345 -0.8422 0.029 -0.233 -0.043
Cl 5.8041 3.2118 -1.7384 0.027 0.143 0.104
Cl 8.1316 4.9418 -1.5323 -0.069 0.042 0.092
H 6.7037 4.2101 0.1850 -0.045 0.050 -0.144
Cl 9.0942 9.0832 -1.2909 -0.110 -0.039 0.046
C 7.4214 9.1590 -0.7231 0.034 0.029 -0.035
Cl 7.2777 10.2754 0.6414 -0.009 -0.092 -0.049
Cl 6.3396 9.6391 -2.0367 0.050 -0.086 0.107
H 7.1298 8.1677 -0.3860 0.048 0.146 -0.078
Cl -0.5048 5.9310 5.9518 0.073 -0.092 0.042
C 0.5749 4.5307 5.9705 -0.053 0.044 -0.011
Cl -0.1434 3.1781 5.0861 0.083 0.041 0.039
Cl 2.1504 4.9501 5.2859 -0.273 0.246 0.682
H 0.7211 4.2255 7.0032 -0.021 0.048 -0.168
```
Forces are in eV/Å.